C5H16N3 | the ωB97M-V functional and the def2-TZVPD basis

Calculated values
HOMO level (spin up / spin down) ... -17.70 / -17.82 eV
LUMO energy (spin up / spin down) ... -0.228 / -0.389 hartree
2S+1 ... 2
Net charge ... +2
ΔE to the lowest compared entry with this formula, charge and spin ... 15.75 kcal per mole
Strongest force on any atom ... 2.7 eV Å⁻¹
Orbital gap (spin up / spin down) ... 0.42215 / 0.26616 Eh

Cartesian coordinates (Å):
N  -3.17421  -0.02701  0.79870
C  -2.19647  -0.87871  -0.00764
C  -1.57330  0.02422  -1.04291
N  -0.69504  1.05126  -0.35038
C  0.49672  0.46657  0.25167
C  1.47858  -0.41906  -0.67082
N  2.87215  -0.14880  -0.46015
C  3.38021  0.17566  0.85408
H  -2.77947  0.92563  0.85784
H  -4.02614  0.03633  0.23966
H  -3.35950  -0.43696  1.71269
H  -1.51890  -1.41125  0.67442
H  -2.85030  -1.64388  -0.47939
H  -1.11636  -0.40633  -1.94724
H  -2.37700  0.58454  -1.55072
H  -0.39245  1.58853  -1.16185
H  0.96383  1.27524  0.81569
H  0.23664  -0.18389  1.10027
H  1.42896  -1.43188  -0.21708
H  1.22058  -0.22598  -1.71983
H  3.37400  0.34112  -1.20424
H  2.80654  -0.42516  1.56693
H  3.34716  1.24127  1.09487
H  4.45380  -0.07143  0.84543

C5H16N3OP | the ωB97M-V functional and the def2-TZVPD basis

Calculated values
HOMO level (spin up / spin down) ... -8.26 / -8.26 eV
LUMO energy (spin up / spin down) ... 0.025 / 0.025 hartree
Net charge ... 0
ΔE to the lowest compared entry with this formula, charge and spin ... 27.34 kcal per mole
Strongest force on any atom ... 5.0 eV Å⁻¹
Orbital gap (spin up / spin down) ... 0.32818 / 0.32813 Eh

Cartesian coordinates (Å):
C  2.56708  1.15475  1.21820
C  -1.29523  1.64690  -0.27146
C  0.21005  1.37932  -2.25833
C  -0.30889  -3.01088  -0.55574
C  -1.64117  -1.45670  0.83821
N  1.19930  0.78815  1.44984
N  -0.52308  0.79249  -1.12179
N  -0.62235  -1.60373  -0.21242
O  1.56431  -0.91406  -1.25859
P  0.45377  -0.43752  -0.43691
H  3.01263  1.44362  2.13743
H  3.16333  0.30245  0.78091
H  2.56324  1.90185  0.39586
H  -1.25595  2.74278  -0.48303
H  -2.29795  1.27354  -0.29205
H  -0.85632  1.64268  0.70375
H  0.39474  0.60758  -2.91805
H  -0.25324  2.21615  -2.75811
H  1.26917  1.68181  -1.93540
H  0.78645  -3.15413  -1.02094
H  -0.25418  -3.69215  0.35511
H  -0.96337  -3.57355  -1.13254
H  -2.45061  -2.22502  0.70343
H  -1.32526  -1.56916  1.90907
H  -2.14247  -0.40973  0.69864
H  1.00680  0.12336  2.25071

C5H16N3OsS | the ωB97M-V functional and the def2-TZVPD basis

Calculated values
HOMO level (spin up / spin down) ... -9.41 / -11.53 eV
LUMO energy (spin up / spin down) ... -0.097 / -0.140 hartree
2S+1 ... 5
Net charge ... +1
ΔE to the lowest compared entry with this formula, charge and spin ... 7.20 kcal per mole
Strongest force on any atom ... 4.7 eV Å⁻¹
Orbital gap (spin up / spin down) ... 0.24910 / 0.28437 Eh

Cartesian coordinates (Å):
C  -2.02060  -1.18283  -1.75555
Os  -1.37299  1.16910  -1.67438
N  -1.76819  3.04381  -2.31980
H  -2.46885  1.33636  -0.55723
H  -2.41464  3.50021  -1.66506
H  -2.26724  -0.37107  -2.43506
H  -2.96191  -1.69940  -1.85900
H  -2.03370  -1.03613  -0.67556
H  -1.15665  -1.76467  -2.08843
H  -0.89732  3.57168  -2.37803
H  -2.19788  3.00579  -3.24418
S  0.63149  0.62248  -1.55236
C  1.05881  -0.03576  0.04048
N  1.58582  -1.26309  0.09072
C  2.08878  -1.86837  1.32028
C  1.34876  -1.27447  2.49809
C  1.35336  0.23548  2.46459
N  0.90440  0.67678  1.14927
H  1.76346  -1.69481  -0.81083
H  3.16941  -1.68892  1.40141
H  1.92523  -2.94562  1.24030
H  1.80897  -1.61668  3.42370
H  0.31838  -1.64385  2.51270
H  2.35634  0.63442  2.65713
H  0.66882  0.65881  3.20091
H  0.57793  1.63073  1.01590

C5H16NO | the ωB97M-V functional and the def2-TZVPD basis

Calculated values
HOMO level ... -15.05 eV
LUMO energy ... -0.117 hartree
Net charge ... +1
ΔE to the lowest compared entry with this formula, charge and spin ... 28.54 kcal per mole
Strongest force on any atom ... 5.5 eV Å⁻¹
Orbital gap ... 0.43571 Eh

Cartesian coordinates (Å):
C  0.18025  0.32268  -1.73088
C  -0.07884  -0.78258  -0.69391
C  0.84814  -0.80034  0.50014
C  2.25880  -0.98984  0.00456
C  0.65668  0.25095  1.49397
N  -1.47581  -0.64111  -0.17712
H  1.26181  0.35424  -1.86335
H  -0.14541  1.26031  -1.39181
H  -0.25590  -0.12426  -2.64537
H  -0.16234  -1.72108  -1.23868
H  0.58921  -1.78593  1.06130
H  2.83058  -1.33820  0.81065
H  2.66219  -0.06743  -0.45831
H  2.48988  -1.71700  -0.80881
H  1.30513  0.03449  2.29666
H  -0.29890  0.07177  2.01640
H  0.74172  1.32133  1.10447
H  -1.54452  0.15155  0.47639
H  -1.96003  -1.39972  0.23005
H  -2.02133  -0.29602  -0.99318
H  -1.72804  2.35201  1.48656
H  -2.43646  2.62831  0.11284
O  -1.77339  2.09478  0.45010